This record from OMol25 describes a structure of composition C4H5F3S. The level of theory is ωB97M-V with the def2-TZVPD basis set.

Geometry as XYZ:
```
13
Properties=species:S:1:pos:R:3
C -0.312 -1.028 -0.091
C -0.434 -0.116 1.199
C -1.278 0.704 0.259
C -0.883 0.137 -1.157
H 2.089 -0.341 0.772
H -1.102 -1.667 0.252
H -0.892 -0.708 2.007
H -2.308 0.432 0.136
H -1.893 -0.115 -1.749
F 0.710 0.530 1.633
F -1.050 2.073 0.450
F 0.243 0.606 -1.810
S 1.402 -1.542 -0.321
```

Total energy ... -853.04242 Ha
Net charge ... 0
E_LUMO ... 0.296 eV
Gap between HOMO and LUMO ... 9.48 eV
Molecular weight ... 142.145 g/mol

***

This record from OMol25 describes a cluster of 2 separate species, C4H5F5O2 in total. The level of theory is ωB97M-V with the def2-TZVPD basis set.

Geometry as XYZ:
```
16
Properties=species:S:1:pos:R:3
C -2.092 -0.368 0.403
C -1.185 0.306 -0.494
C 0.980 0.437 0.571
C 1.814 -0.426 -0.297
O -0.851 -0.322 -1.651
O 1.040 -0.055 1.835
F -1.353 1.644 -0.693
F 1.307 1.795 0.539
F 1.750 -0.055 -1.704
F 1.342 -1.684 -0.213
F 3.102 -0.430 0.045
H -3.032 -0.019 0.170
H -1.958 -0.130 1.470
H -2.057 -1.366 -0.016
H -0.533 0.311 -2.374
H 1.726 0.361 2.409
```

Total energy ... -805.13599 Ha
Net charge ... 0
E_LUMO (spin up / spin down) ... 0.501 / 0.501 eV
Gap between HOMO and LUMO (spin up / spin down) ... 8.94 / 8.94 eV
Molecular weight ... 180.072 g/mol